Record 1
The following is a DFT calculation (ωB97M-V with the def2-TZVPD basis set) of the molecule C5H7NO.

Structure (XYZ):
```
14
Properties=species:S:1:pos:R:3
C 0.452 -1.483 -0.769
N -0.380 -0.298 -0.479
C 0.247 0.974 -0.833
C 0.411 1.660 0.324
C -0.179 1.009 1.458
C -0.787 -0.161 1.049
O -1.607 -1.013 1.351
H 0.379 -1.716 -1.835
H 0.069 -2.314 -0.174
H 1.490 -1.264 -0.510
H 0.678 1.118 -1.813
H 0.920 2.620 0.378
H -0.316 1.429 2.442
H -1.357 -0.532 -0.705
```

* F_max: 1.3 eV/Å
* relative energy (zero: lowest compared OMol25 entry of this formula, charge and spin): 2.069 eV
* SMILES: C[N@@H+]1C=CC=C1[O-]
* LUMO energy: 0.8 eV
* HOMO-LUMO gap: 8.2 eV
* highest occupied orbital energy: -0.2724 Eh

Atom charges from the natural (NBO) analysis, given in e for atoms 1 to 8:
1 C -0.408
2 N -0.456
3 C -0.211
4 C -0.133
5 C -0.530
6 C 0.606
7 O -0.656
8 H 0.207

***

Record 2
The following is a DFT calculation (ωB97M-V with the def2-TZVPD basis set) of the molecule C5H7NO.

Structure (XYZ):
```
14
Properties=species:S:1:pos:R:3
C -0.650 -1.023 0.880
C 1.526 -0.795 -0.987
C 0.621 0.381 -0.745
O 0.797 1.523 -1.145
N -0.393 0.195 0.149
C -1.027 1.384 0.440
C -1.714 2.360 0.573
H -1.501 -0.851 1.535
H 0.214 -1.317 1.482
H -0.877 -1.842 0.192
H 2.058 -1.063 -0.074
H 0.951 -1.660 -1.314
H 2.240 -0.534 -1.766
H -2.246 3.243 0.781
```

* F_max: 1.7 eV/Å
* relative energy (zero: lowest compared OMol25 entry of this formula, charge and spin): 2.334 eV
* SMILES: C#CN(C)C(C)=O
* LUMO energy: 0.8 eV
* HOMO-LUMO gap: 9.7 eV
* highest occupied orbital energy: -0.3302 Eh

Atom charges from the natural (NBO) analysis, given in e for atoms 1 to 8:
1 C -0.401
2 C -0.714
3 C 0.680
4 O -0.579
5 N -0.482
6 C 0.182
7 C -0.270
8 H 0.233

***

Record 3
The following is a DFT calculation (ωB97M-V with the def2-TZVPD basis set) of a structure of composition C5H7NO.

Structure (XYZ):
```
14
Properties=species:S:1:pos:R:3
N -1.860 0.721 0.287
C -0.684 0.427 -0.351
O -0.241 0.575 -1.662
C 0.646 -0.554 -1.426
C 0.031 -0.893 -0.059
C 0.682 -0.320 1.216
C -0.077 0.942 0.881
H -2.203 1.630 -0.084
H 1.688 -0.234 -1.391
H 0.497 -1.306 -2.197
H -0.537 -1.813 0.044
H 1.781 -0.201 1.166
H 0.429 -0.823 2.151
H -0.152 1.851 1.426
```

* F_max: 1.0 eV/Å
* relative energy (zero: lowest compared OMol25 entry of this formula, charge and spin): 4.947 eV
* LUMO energy: 0.9 eV
* HOMO-LUMO gap: 9.5 eV
* highest occupied orbital energy: -0.3166 Eh

Atom charges from the natural (NBO) analysis, given in e for atoms 1 to 8:
1 N -0.574
2 C 0.325
3 O -0.506
4 C -0.064
5 C -0.262
6 C -0.439
7 C -0.069
8 H 0.349

***

Record 4
The following is a DFT calculation (ωB97M-V with the def2-TZVPD basis set) of the molecule C5H7NO.

Structure (XYZ):
```
14
Properties=species:S:1:pos:R:3
C -0.184 -2.455 0.613
C 0.124 -1.183 0.386
C -0.734 -0.147 -0.300
C 0.135 1.081 -0.228
N -0.276 2.321 -0.733
C 1.328 0.690 0.220
O 1.381 -0.658 0.572
H -0.799 -0.501 -1.333
H -1.203 -2.788 0.446
H 0.562 -3.185 0.897
H -1.758 -0.044 0.078
H -1.207 2.578 -0.424
H 0.364 3.071 -0.502
H 2.267 1.219 0.310
```

* F_max: 0.4 eV/Å
* relative energy (zero: lowest compared OMol25 entry of this formula, charge and spin): 1.572 eV
* SMILES: C=C1CC(N)=CO1
* LUMO energy: 0.9 eV
* HOMO-LUMO gap: 8.5 eV
* highest occupied orbital energy: -0.2799 Eh

Atom charges from the natural (NBO) analysis, given in e for atoms 1 to 8:
1 C -0.511
2 C 0.332
3 C -0.502
4 C 0.101
5 N -0.803
6 C 0.026
7 O -0.477
8 H 0.238

***

Record 5
The following is a DFT calculation (ωB97M-V with the def2-TZVPD basis set) of a structure of composition C5H7NO.

Structure (XYZ):
```
14
Properties=species:S:1:pos:R:3
N -0.824 0.059 -2.473
C -0.212 0.384 -1.425
O -0.481 1.459 -0.596
C 0.345 0.951 0.452
C -0.157 -0.116 1.416
C 0.122 -1.275 0.431
C 0.786 -0.260 -0.522
H -1.557 0.749 -2.655
H 0.952 1.777 0.877
H -1.176 0.060 1.740
H 0.515 -0.180 2.276
H -0.791 -1.717 0.013
H 0.740 -2.089 0.817
H 1.738 0.198 -0.352
```

* F_max: 2.9 eV/Å
* relative energy (zero: lowest compared OMol25 entry of this formula, charge and spin): 3.355 eV
* LUMO energy: 0.9 eV
* HOMO-LUMO gap: 10.2 eV
* highest occupied orbital energy: -0.3402 Eh

Atom charges from the natural (NBO) analysis, given in e for atoms 1 to 8:
1 N -0.680
2 C 0.556
3 O -0.501
4 C 0.118
5 C -0.432
6 C -0.404
7 C -0.356
8 H 0.352

***

Record 6
The following is a DFT calculation (ωB97M-V with the def2-TZVPD basis set) of the molecule C5H7NO.

Structure (XYZ):
```
14
Properties=species:S:1:pos:R:3
O -0.736 -1.153 -0.326
C -0.390 -0.715 0.931
C -0.458 0.779 1.086
C 0.185 1.441 -0.108
C 0.509 0.746 -1.194
C 0.197 -0.720 -1.311
N -0.046 -1.511 1.847
H 0.040 1.059 2.018
H -1.509 1.089 1.172
H 0.393 2.506 -0.046
H 1.013 1.213 -2.037
H 1.115 -1.323 -1.210
H -0.257 -0.954 -2.277
H -0.055 -2.456 1.452
```

* F_max: 0.4 eV/Å
* relative energy (zero: lowest compared OMol25 entry of this formula, charge and spin): 1.101 eV
* SMILES: [H]/N=C1/CC=CCO1
* LUMO energy: 0.9 eV
* HOMO-LUMO gap: 10.7 eV
* highest occupied orbital energy: -0.3580 Eh

Atom charges from the natural (NBO) analysis, given in e for atoms 1 to 8:
1 O -0.533
2 C 0.568
3 C -0.528
4 C -0.168
5 C -0.229
6 C -0.102
7 N -0.648
8 H 0.242

***

Record 7
The following is a DFT calculation (ωB97M-V with the def2-TZVPD basis set) of the molecule C5H7NO.

Structure (XYZ):
```
14
Properties=species:S:1:pos:R:3
C 0.551 1.796 0.148
C -0.532 0.721 0.139
C -0.078 -0.689 -0.232
C -0.843 -1.861 0.225
O -0.953 -1.393 -1.106
C 1.334 -0.892 -0.548
N 2.450 -1.082 -0.789
H 1.144 1.776 1.067
H 0.078 2.779 0.075
H 1.235 1.692 -0.702
H -1.048 0.678 1.107
H -1.278 0.978 -0.617
H -0.373 -2.837 0.351
H -1.704 -1.660 0.863
```

* F_max: 1.1 eV/Å
* relative energy (zero: lowest compared OMol25 entry of this formula, charge and spin): 1.864 eV
* SMILES: CC[C@@]1(C#N)CO1
* LUMO energy: 0.8 eV
* HOMO-LUMO gap: 11.9 eV
* highest occupied orbital energy: -0.4075 Eh

Atom charges from the natural (NBO) analysis, given in e for atoms 1 to 8:
1 C -0.614
2 C -0.415
3 C 0.100
4 C -0.074
5 O -0.451
6 C 0.259
7 N -0.295
8 H 0.213

***

Record 8
The following is a DFT calculation (ωB97M-V with the def2-TZVPD basis set) of the molecule C5H7NO.

Structure (XYZ):
```
14
Properties=species:S:1:pos:R:3
C 1.195 1.589 -0.371
C 0.389 0.365 -0.067
C 0.730 -0.657 0.724
N -0.308 -1.605 0.822
C -1.457 -1.133 0.215
O -2.567 -1.608 0.296
C -0.976 0.044 -0.630
H 1.706 1.524 -1.340
H 1.957 1.752 0.399
H 0.563 2.486 -0.400
H 1.656 -0.817 1.262
H -0.317 -2.408 1.429
H -1.699 0.860 -0.704
H -0.870 -0.392 -1.635
```

* F_max: 0.3 eV/Å
* relative energy (zero: lowest compared OMol25 entry of this formula, charge and spin): 0.110 eV
* SMILES: CC1=CNC(=O)C1
* LUMO energy: 0.8 eV
* HOMO-LUMO gap: 9.2 eV
* highest occupied orbital energy: -0.3082 Eh

Atom charges from the natural (NBO) analysis, given in e for atoms 1 to 8:
1 C -0.630
2 C -0.046
3 C -0.030
4 N -0.628
5 C 0.689
6 O -0.588
7 C -0.540
8 H 0.217

***

Record 9
The following is a DFT calculation (ωB97M-V with the def2-TZVPD basis set) of the molecule C5H7NO.

Structure (XYZ):
```
14
Properties=species:S:1:pos:R:3
C 1.542 0.452 -1.075
C 0.379 -0.338 -0.470
C 0.821 -1.215 0.622
N 1.169 -1.893 1.493
C -0.786 0.579 -0.027
O -0.914 1.664 -0.542
C -1.737 0.049 1.016
H 2.058 1.031 -0.305
H 2.261 -0.222 -1.547
H 1.147 1.146 -1.820
H -0.058 -0.991 -1.240
H -2.675 0.605 0.965
H -1.290 0.198 2.006
H -1.916 -1.025 0.906
```

* F_max: 1.1 eV/Å
* relative energy (zero: lowest compared OMol25 entry of this formula, charge and spin): 0.476 eV
* SMILES: CC(=O)[C@@H](C)C#N
* LUMO energy: 0.6 eV
* HOMO-LUMO gap: 10.9 eV
* highest occupied orbital energy: -0.3782 Eh

Atom charges from the natural (NBO) analysis, given in e for atoms 1 to 8:
1 C -0.590
2 C -0.433
3 C 0.284
4 N -0.315
5 C 0.618
6 O -0.521
7 C -0.730
8 H 0.223

***

Record 10
The following is a DFT calculation (ωB97M-V with the def2-TZVPD basis set) of a structure of composition C5H7NO.

Structure (XYZ):
```
14
Properties=species:S:1:pos:R:3
C -1.232 -0.329 1.038
C -0.070 -0.791 0.157
C 1.252 -0.188 -1.185
C 0.931 0.642 0.357
O 2.075 0.637 -0.442
C 0.397 0.567 -2.118
N -0.251 0.936 -3.007
H -0.888 -0.020 2.029
H -1.939 -1.152 1.161
H -1.767 0.504 0.573
H 0.483 -1.624 0.595
H -0.530 -1.178 -0.760
H 0.342 1.552 0.211
H 1.198 0.443 1.391
```

* F_max: 1.1 eV/Å
* relative energy (zero: lowest compared OMol25 entry of this formula, charge and spin): 6.026 eV
* LUMO energy: 0.2 eV
* HOMO-LUMO gap: 9.0 eV
* highest occupied orbital energy: -0.3262 Eh

Atom charges from the natural (NBO) analysis, given in e for atoms 1 to 8:
1 C -0.620
2 C -0.404
3 C 0.164
4 C -0.068
5 O -0.485
6 C 0.121
7 N -0.300
8 H 0.204

***

Record 11
The following is a DFT calculation (ωB97M-V with the def2-TZVPD basis set) of a structure of composition C5H7NO.

Structure (XYZ):
```
14
Properties=species:S:1:pos:R:3
C 1.728 -0.169 0.365
C 0.333 -0.604 -0.093
C -0.749 -0.585 0.975
C -1.730 0.250 0.595
N -1.438 0.824 -0.662
C -0.276 0.367 -1.067
O 0.039 0.917 -2.175
H 2.121 -0.868 1.109
H 1.689 0.827 0.817
H 2.416 -0.137 -0.485
H 0.396 -1.591 -0.572
H -0.714 -1.166 1.889
H -2.648 0.500 1.111
H -1.164 1.436 -1.806
```

* F_max: 0.2 eV/Å
* relative energy (zero: lowest compared OMol25 entry of this formula, charge and spin): 2.393 eV
* LUMO energy: 0.9 eV
* HOMO-LUMO gap: 9.5 eV
* highest occupied orbital energy: -0.3143 Eh

Atom charges from the natural (NBO) analysis, given in e for atoms 1 to 8:
1 C -0.586
2 C -0.335
3 C -0.263
4 C -0.003
5 N -0.641
6 C 0.631
7 O -0.654
8 H 0.216

***

Record 12
The following is a DFT calculation (ωB97M-V with the def2-TZVPD basis set) of a structure of composition C5H7NO.

Structure (XYZ):
```
14
Properties=species:S:1:pos:R:3
O -2.079 1.062 0.284
C -0.945 0.847 -0.509
C 0.427 0.784 0.165
C 0.163 -0.598 0.810
C 1.442 -1.099 0.162
N 0.934 -0.172 -0.919
C -0.500 -0.602 -0.589
H -2.176 2.012 0.415
H -0.973 1.381 -1.469
H 1.070 1.584 0.541
H -0.292 -0.822 1.780
H 2.400 -0.783 0.589
H 1.489 -2.148 -0.152
H -0.962 -1.446 -1.107
```

* F_max: 0.5 eV/Å
* relative energy (zero: lowest compared OMol25 entry of this formula, charge and spin): 4.195 eV
* LUMO energy: 0.8 eV
* HOMO-LUMO gap: 10.1 eV
* highest occupied orbital energy: -0.3409 Eh

Atom charges from the natural (NBO) analysis, given in e for atoms 1 to 8:
1 O -0.708
2 C 0.080
3 C -0.093
4 C -0.226
5 C -0.236
6 N -0.357
7 C -0.076
8 H 0.472